The following is a DFT calculation (ωB97M-V/def2-TZVPD) of a cluster of 2 separate species, C4H7BrSi in total in a non-equilibrium geometry.

Each line ends with the Mulliken charge.
Geometry (Å):
C -0.739 3.599 -0.056  -0.029
C -0.199 2.554 -0.136  -0.868
C 0.013 -1.275 -1.616  -1.178
C -0.157 -0.924 1.617  -0.995
Si 0.509 -0.350 -0.057  0.740
Br 2.823 -0.322 -0.020  -0.256
H -1.325 4.432 0.191  0.390
H -0.683 -0.749 -2.079  0.385
H 0.841 -1.496 -2.256  0.361
H -0.333 -2.199 -1.443  0.440
H 0.028 -0.259 2.327  0.353
H -1.181 -1.127 1.647  0.371
H 0.403 -1.882 1.881  0.288

Calculated values
- HOMO level (eV) = -9.21
- ΔE to the lowest compared entry with this formula, charge and spin (kcal per mole) = 85.90
- LUMO energy (eV) = -1.1
- 2S+1 = 1
- orbital gap (eV) = 8.149